C34H39BiN4O5Sb2 | ωB97M-V with the def2-TZVPD basis set

Values from the calculation:
Total energy = -2609.35910 a.u.
Energy above the lowest of the compared OMol25 structures with the same formula, charge and spin = 75.3 kJ/mol
LUMO level = -0.5 eV
Kohn-Sham gap = 7.081 eV

CARTESIAN COORDINATES (ANGSTROEM)
1 Bi -0.177479 -0.059230 0.603098
2 O -2.896945 -2.908772 1.398537
3 C -2.534810 -2.101040 0.558443
4 N -2.369919 -0.748992 0.754318
5 C -3.029925 -0.165960 1.869733
6 C -4.339122 -0.516122 2.196719
7 C -5.002994 0.099722 3.240594
8 C -4.363833 1.091757 3.970770
9 C -3.073348 1.474190 3.645414
10 C -2.393613 0.855237 2.590259
11 N -1.093225 1.234136 2.149457
12 C -0.312490 2.134192 2.804980
13 O -0.506214 2.638632 3.898047
14 C 0.901695 2.576186 2.019471
15 C 1.830862 3.413297 2.606720
16 C 2.888644 3.869407 1.837724
17 C 2.963632 3.498364 0.505568
18 C 2.000162 2.647423 -0.001069
19 N 0.992048 2.185189 0.743357
20 C -2.296332 -2.605955 -0.856051
21 C -2.367906 -3.977930 -1.076372
22 C -2.339245 -4.451693 -2.375885
23 C -2.256266 -3.537109 -3.414699
24 C -2.149012 -2.193041 -3.101173
25 N -2.154515 -1.728628 -1.849409
26 H -4.826999 -1.295712 1.626321
27 H -6.017645 -0.193557 3.483364
28 H -4.865751 1.570098 4.803547
29 H -2.577710 2.244520 4.210509
30 H 1.696612 3.688649 3.643059
31 H 3.651003 4.501759 2.274847
32 H 3.778505 3.821711 -0.126061
33 H 2.055031 2.290118 -1.020634
34 H -2.472440 -4.629148 -0.219784
35 H -2.398257 -5.514126 -2.578922
36 H -2.267100 -3.851175 -4.450873
37 H -2.061820 -1.448789 -3.889345
38 C 3.988630 -2.064579 1.151974
39 C 3.474945 -0.636150 1.316773
40 C 4.440585 0.212054 2.127025
41 O 2.184931 -0.650656 1.958642
42 C 3.284708 -0.061162 -0.108521
43 O 4.259944 0.482506 -0.632758
44 O 2.133886 -0.235303 -0.646296
45 H 4.152892 -2.532256 2.128482
46 H 4.930010 -2.057584 0.600689
47 H 3.257398 -2.655385 0.596524
48 H 4.735049 -0.312269 3.041902
49 H 3.966970 1.156884 2.401578
50 H 5.326536 0.426024 1.533417
51 H 2.286682 -1.051265 2.828117
52 C -1.078864 3.346199 -1.391278
53 Sb -1.097529 1.228780 -1.817347
54 C -3.207223 1.266002 -2.140737
55 C -0.285503 1.521254 -3.829530
56 C -0.674978 0.537607 -4.889936
57 C -1.926818 0.697697 -5.494248
58 C -2.375944 -0.148836 -6.492623
59 C -1.545614 -1.171051 -6.931465
60 C -0.288448 -1.320704 -6.368317
61 C 0.173718 -0.494358 -5.336931
62 C 1.537637 -0.746421 -4.778532
63 Sb 1.559141 -2.104546 -3.041677
64 C 3.709941 -2.044902 -2.980220
65 C 1.539985 -3.833198 -4.360873
66 H -1.809515 3.832266 -2.037537
67 H -0.097187 3.786729 -1.554110
68 H -1.365442 3.488304 -0.348409
69 H -3.429575 1.959632 -2.951387
70 H -3.649252 1.626448 -1.211002
71 H -3.586286 0.272812 -2.364852
72 H 0.792289 1.596897 -3.685715
73 H -0.691931 2.507979 -4.052302
74 H -2.556755 1.520223 -5.168246
75 H -3.353804 -0.001212 -6.935759
76 H -1.866609 -1.834241 -7.725998
77 H 0.368420 -2.102040 -6.736436
78 H 2.060990 0.162901 -4.476990
79 H 2.154590 -1.281449 -5.499518
80 H 4.097423 -2.988131 -2.590696
81 H 4.086096 -1.894232 -3.992964
82 H 4.037910 -1.225735 -2.336063
83 H 2.470446 -3.867652 -4.932384
84 H 0.692289 -3.768909 -5.048175
85 H 1.441458 -4.753485 -3.780872

Atoms 1-2, force components in eV/Å:
Bi 0.582 -0.583 0.031
O -0.070 0.035 -0.091

=====

C34H39Cl2N6O9PReSTe | ωB97M-V with the def2-TZVPD basis set

Values from the calculation:
Spin multiplicity = 4
Total energy = -4331.10498 a.u.
<S²> = 3.7714
LUMO level (spin up / spin down) = -1.3 / -1.3 eV
Kohn-Sham gap (spin up / spin down) = 5.305 / 5.280 eV

CARTESIAN COORDINATES (ANGSTROEM)
1 Re -0.018701 -0.077672 -0.073061
2 Cl -6.686107 -0.659365 2.062893
3 C -4.956862 -0.747341 2.036017
4 C -4.277161 -0.047223 1.056113
5 C -2.888233 -0.111696 0.999551
6 N -2.046985 0.459771 0.011886
7 C -2.626218 1.396917 -0.815026
8 O -3.638991 2.020727 -0.597009
9 C -1.933404 1.541267 -2.109538
10 C -2.597052 2.079570 -3.195392
11 C -1.915955 2.200468 -4.390705
12 C -0.572142 1.864954 -4.406545
13 C 0.004184 1.348636 -3.260001
14 N -0.680036 1.118127 -2.138287
15 C -2.204627 -0.870622 1.913987
16 C -2.878360 -1.569950 2.906290
17 C -4.257821 -1.506160 2.966538
18 Cl -5.077012 -2.387091 4.211228
19 N -0.817993 -0.920379 1.651459
20 C -0.001750 -1.465986 2.602353
21 O -0.234243 -1.620180 3.780408
22 C 1.237888 -2.004079 2.003742
23 C 2.003030 -2.912439 2.701203
24 C 3.131430 -3.435637 2.100372
25 C 3.431718 -3.010794 0.818778
26 C 2.593109 -2.112846 0.189295
27 N 1.492930 -1.607829 0.759895
28 H -4.838179 0.536202 0.349668
29 H -3.624610 2.390098 -3.067297
30 H -2.404501 2.586942 -5.275801
31 H 0.042415 2.000779 -5.287143
32 H 1.055327 1.142761 -3.253209
33 H -2.349046 -2.162722 3.631550
34 H 1.681273 -3.184230 3.697139
35 H 3.753107 -4.159058 2.611869
36 H 4.306292 -3.368669 0.291722
37 H 2.820972 -1.809822 -0.805218
38 O 1.209745 0.897721 2.047592
39 S 2.198014 1.630458 2.935136
40 C 3.813758 0.820880 2.718793
41 C 4.259688 0.295858 4.082316
42 C 2.990266 -0.190042 4.780029
43 C 1.995925 0.947783 4.617830
44 H 4.483895 1.553072 2.269716
45 H 3.631236 0.028436 1.988678
46 H 4.704456 1.111307 4.660209
47 H 5.009216 -0.491927 3.988188
48 H 3.157648 -0.448689 5.826700
49 H 2.602450 -1.075611 4.277022
50 H 2.218819 1.774353 5.297125
51 H 0.949750 0.661098 4.725941
52 C -1.381333 5.066863 -2.086904
53 C -1.051084 5.135917 -0.619084
54 O 0.359321 4.939298 -0.450362
55 P 0.913785 3.653056 0.354933
56 O 0.163485 2.404217 -0.070209
57 Te 3.256213 4.013699 0.237950
58 O 0.350760 3.900756 1.842483
59 C 0.667001 5.108659 2.555149
60 C -0.471167 5.401067 3.508316
61 H -2.447856 5.254850 -2.243865
62 H -1.134369 4.081323 -2.471424
63 H -0.808271 5.810649 -2.643069
64 H -1.615996 4.390576 -0.053871
65 H -1.291583 6.122325 -0.221325
66 H 0.810702 5.928305 1.851396
67 H 1.606634 4.960222 3.086879
68 H -1.418507 5.426988 2.966672
69 H -0.313467 6.367916 3.989889
70 H -0.541231 4.630234 4.277814
71 C 4.741691 -2.162476 -2.736030
72 C 4.902984 -0.650178 -2.558479
73 C 3.654191 0.262633 -2.780240
74 C 4.171792 1.678749 -3.088502
75 C 3.090866 2.720729 -3.360383
76 C 2.893029 -0.322361 -3.952977
77 O 3.190595 -0.157796 -5.108510
78 N 1.849381 -1.185086 -3.603456
79 C 1.130137 -1.095578 -2.429435
80 O 0.117444 -1.761223 -2.246828
81 N 1.552139 -0.214091 -1.467994
82 C 2.840428 0.329276 -1.484302
83 O 3.327474 0.785043 -0.485538
84 H 5.693049 -2.651052 -2.518712
85 H 4.472960 -2.418706 -3.762138
86 H 3.990301 -2.603252 -2.079225
87 H 5.650618 -0.313190 -3.275609
88 H 5.274029 -0.417906 -1.559168
89 H 4.830502 1.600561 -3.953168
90 H 4.761052 1.993622 -2.226151
91 H 2.559194 2.502505 -4.292673
92 H 3.545884 3.705055 -3.458689
93 H 2.378043 2.791469 -2.533707
94 H 1.405129 -1.713105 -4.341091

Atoms 1-2, force components in eV/Å:
Re -0.099 1.311 0.092
Cl 0.049 0.002 0.024